[1]
ORCA calculation (ωB97M-V/def2-TZVPD) on a single C5H5N molecule at a distorted geometry.

Last column: natural (NBO) charge in e.
Atoms and positions in Å:
C1 1.174705 0.554247 0.944267  0.3805
C2 1.419318 -0.391209 0.028549  -0.3697
C3 0.068302 -0.940171 -0.362402  -0.4681
C4 -0.942885 0.194018 -0.503755  -0.2083
C5 -0.804248 1.283379 0.263502  -0.0425
N1 0.180183 1.205478 1.312116  -0.4375
H1 2.319001 -0.915540 -0.226328  0.2369
H2 0.065805 -1.644924 -1.205263  0.2383
H3 -0.123425 -1.491030 0.552242  0.2310
H4 -1.835943 0.054227 -1.115938  0.2278
H5 -1.520812 2.091527 0.313011  0.2116

Cartesian forces (eV/Å) of the 2 atoms listed first:
-0.8 0.2 -0.7
0.5 0.1 0.0

Computed properties:
gap between HOMO and LUMO (spin up / spin down): 7.7 / 7.7 eV
charge: 0
HOMO energy (spin up / spin down): -8.07 / -8.07 eV
calculated total energy: -248.1367 a.u.
multiplicity: 1

[2]
ORCA calculation (ωB97M-V/def2-TZVPD) on a single C5H5N molecule at a distorted geometry.

Last column: natural (NBO) charge in e.
Atoms and positions in Å:
C1 -0.158504 1.206134 0.067625  -0.2056
C2 -1.208454 0.271557 0.038624  -0.2521
C3 -0.958132 -1.069192 0.044253  0.0127
N1 0.282597 -1.609526 0.101001  -0.4381
C4 1.350786 -0.836735 0.072550  0.0572
C5 1.159880 0.768905 0.051615  -0.2661
H1 -0.480770 2.259550 -0.024234  0.2184
H2 -2.226428 0.614394 -0.078933  0.2148
H3 -1.772822 -1.778167 -0.082846  0.1949
H4 2.233965 -1.541800 -0.096328  0.2243
H5 1.777879 1.714876 -0.093322  0.2396

Cartesian forces (eV/Å) of the 2 atoms listed first:
-0.1 -0.9 -0.3
-0.2 0.0 -0.1

Computed properties:
gap between HOMO and LUMO: 10.3 eV
charge: 0
HOMO energy: -9.38 eV
calculated total energy: -248.2200 a.u.
multiplicity: 1

[3]
ORCA calculation (ωB97M-V/def2-TZVPD) on a single C5H5N molecule at a distorted geometry.

Last column: natural (NBO) charge in e.
Atoms and positions in Å:
C1 -0.632349 -1.167473 -0.828874  -0.1786
C2 -1.116562 -1.228042 0.363758  -0.1509
C3 -0.886265 0.185205 -0.177858  -0.2890
C4 0.281807 0.990208 0.387751  -0.1333
C5 1.628979 0.881072 0.021099  0.0486
N1 1.301101 0.150054 1.016493  -0.3120
H1 -0.065035 -1.631813 -1.581451  0.2175
H2 -1.149362 -1.688768 1.285126  0.2225
H3 -1.731243 0.662495 -0.576880  0.1960
H4 -0.102125 2.088763 0.901331  0.1607
H5 2.471056 0.758299 -0.810495  0.2184

Cartesian forces (eV/Å) of the 2 atoms listed first:
0.0 0.7 1.1
0.7 1.7 -1.5

Computed properties:
gap between HOMO and LUMO: 10.5 eV
charge: 0
HOMO energy: -9.60 eV
calculated total energy: -248.0660 a.u.
multiplicity: 1

[4]
ORCA calculation (ωB97M-V/def2-TZVPD) on a molecular structure, C5H5N at a distorted geometry.

Last column: natural (NBO) charge in e.
Atoms and positions in Å:
C1 -0.172686 0.956483 0.329287  -0.1452
C2 1.038763 0.034934 0.205558  -0.2928
C3 0.785791 0.756362 -1.038399  -0.1386
N1 -0.857214 -0.452068 -0.886024  -0.2587
C4 -1.107568 -0.202904 0.528310  -0.1832
C5 0.003085 -1.102770 0.177436  -0.1283
H1 -0.323637 1.995144 0.578589  0.2381
H2 1.899033 0.162489 0.851739  0.2286
H3 0.741024 0.328300 -2.024198  0.2186
H4 -2.066695 -0.325975 1.031357  0.2340
H5 0.048379 -2.187595 0.204627  0.2274

Cartesian forces (eV/Å) of the 2 atoms listed first:
0.8 1.2 0.2
0.4 0.2 0.7

Computed properties:
gap between HOMO and LUMO (spin up / spin down): 8.7 / 7.9 eV
charge: 0
HOMO energy (spin up / spin down): -8.32 / -7.82 eV
calculated total energy: -247.9605 a.u.
multiplicity: 1

[5]
ORCA calculation (ωB97M-V/def2-TZVPD) on a gas-phase ion, C5H5N2 (charge +1) at a distorted geometry.

Last column: natural (NBO) charge in e.
Atoms and positions in Å:
C1 -1.963436 0.427038 0.052971  -0.7396
C2 -0.565523 0.070166 -0.024290  0.3697
C3 0.158876 -1.093385 0.056385  -0.1161
N1 1.490406 -1.143411 0.239205  -0.2241
C4 2.362304 -0.190135 -0.059183  -0.0211
C5 1.627507 0.989611 -0.152213  0.5086
N2 0.524708 1.426112 -0.011460  -0.2741
H1 -2.678713 -0.337737 0.374272  0.3005
H2 -2.239098 0.888511 -0.977408  0.2880
H3 -2.072380 1.274668 0.806513  0.3044
H4 -0.146147 -2.126027 -0.174862  0.3121
H5 3.501494 -0.185409 -0.129930  0.2917

Cartesian forces (eV/Å) of the 2 atoms listed first:
-0.9 2.7 -1.0
1.7 0.7 0.6

Computed properties:
gap between HOMO and LUMO: 8.5 eV
charge: +1
HOMO energy: -15.44 eV
calculated total energy: -302.6048 a.u.
multiplicity: 1

[6]
ORCA calculation (ωB97M-V/def2-TZVPD) on a molecular structure, C5H5N2O3Rb at a distorted geometry.

Last column: Löwdin charge in e.
Atoms and positions in Å:
Rb1 -1.249818 1.010112 -2.308414  0.9738
N1 -2.635230 4.380710 -0.257399  -0.6261
O1 -2.674316 4.421492 0.980757  -0.0416
O2 -2.814993 5.396011 -0.958007  -0.0489
O3 -2.267386 3.287447 -0.821091  -0.2732
N2 0.164737 -0.577040 -0.387178  -0.0666
C1 1.413731 -0.791287 -0.781428  -0.1707
C2 2.247017 -1.735124 -0.207899  -0.0514
C3 1.728617 -2.505025 0.820454  -0.0602
C4 0.428249 -2.290810 1.236305  -0.0518
C5 -0.334474 -1.326583 0.590427  -0.1333
H1 1.759232 -0.127805 -1.569454  0.1019
H2 3.246679 -1.845296 -0.601711  0.1087
H3 2.338759 -3.249631 1.316829  0.1128
H4 -0.000060 -2.896443 2.024187  0.1100
H5 -1.350744 -1.150727 0.923622  0.1166

Cartesian forces (eV/Å) of the 2 atoms listed first:
-0.4 0.8 0.4
1.2 0.5 0.1

Computed properties:
gap between HOMO and LUMO: 6.6 eV
charge: 0
HOMO energy: -7.42 eV
calculated total energy: -552.7317 a.u.
multiplicity: 1

[7]
ORCA calculation (ωB97M-V/def2-TZVPD) on a single C5H5N3 molecule at a distorted geometry.

Last column: natural (NBO) charge in e.
Atoms and positions in Å:
N1 1.958859 -0.969966 -0.995188  -0.3726
C1 1.040522 -1.399172 -0.309770  0.3471
C2 -0.043679 -1.272755 0.602826  -0.5769
C3 -0.833901 -0.131720 0.111335  -0.2125
C4 -2.204500 -0.050847 -0.344765  0.2424
N2 -3.332838 -0.162790 -0.505406  -0.3087
C5 0.073476 0.947318 -0.383982  0.1059
N3 1.237803 1.453529 0.174275  -0.8515
H1 0.100355 -1.104740 1.667520  0.2848
H2 -0.589164 -2.281982 0.540139  0.2683
H3 -0.839481 1.681533 -0.639114  0.2068
H4 1.964013 0.712856 -0.161728  0.4321
H5 1.468529 2.578737 0.243861  0.4347

Cartesian forces (eV/Å) of the 2 atoms listed first:
-4.9 -3.6 3.6
7.2 3.3 -3.6

Computed properties:
gap between HOMO and LUMO: 8.6 eV
charge: 0
HOMO energy: -8.84 eV
calculated total energy: -357.6337 a.u.
multiplicity: 1

[8]
ORCA calculation (ωB97M-V/def2-TZVPD) on a single C5H5N3 molecule at a distorted geometry.

Last column: natural (NBO) charge in e.
Atoms and positions in Å:
C1 1.511469 -0.959442 -0.259938  -0.6418
C2 0.539624 0.011000 0.355735  -0.1932
C3 0.823814 1.002980 1.292599  0.2526
N1 0.884244 1.875020 2.082815  -0.3335
C4 -0.788309 0.193285 -0.142388  0.1521
N2 -1.818389 0.903371 0.435087  -0.7719
C5 -0.993745 -0.529117 -1.349797  0.2335
N3 -1.184248 -1.157874 -2.332790  -0.2636
H1 2.248400 -1.337411 0.486575  0.2398
H2 0.986126 -1.875453 -0.728950  0.2442
H3 2.156047 -0.626862 -1.097009  0.2348
H4 -1.575070 1.522333 1.194248  0.4213
H5 -2.789963 0.978171 0.063814  0.4258

Cartesian forces (eV/Å) of the 2 atoms listed first:
0.5 -1.8 -0.6
-2.8 0.5 -2.0

Computed properties:
gap between HOMO and LUMO: 8.4 eV
charge: 0
HOMO energy: -8.97 eV
calculated total energy: -357.7440 a.u.
multiplicity: 1

[9]
ORCA calculation (ωB97M-V/def2-TZVPD) on a single C5H5N3 molecule at a distorted geometry.

Last column: natural (NBO) charge in e.
Atoms and positions in Å:
C1 -2.113575 2.167349 0.000484  -0.1898
C2 -1.561029 1.000238 -0.141151  -0.0941
C3 -1.091767 -0.429140 -0.250349  -0.0022
C4 -2.255076 -1.408594 -0.170201  0.2539
N1 -3.307546 -1.949422 0.189584  -0.2944
N2 0.102214 -0.897482 -0.418769  -0.1193
N3 1.171934 -0.095107 -0.084564  -0.4135
C5 2.450482 -0.547875 0.080433  -0.4041
H1 -2.755211 3.090553 -0.032586  0.2707
H2 1.029507 0.924860 0.429745  0.3750
H3 2.892001 -0.368950 1.196498  0.1922
H4 2.368018 -1.598810 -0.121798  0.2281
H5 3.070044 0.112378 -0.677321  0.1974

Cartesian forces (eV/Å) of the 2 atoms listed first:
2.2 -5.8 -1.1
-2.4 5.0 1.1

Computed properties:
gap between HOMO and LUMO: 8.4 eV
charge: 0
HOMO energy: -8.77 eV
calculated total energy: -357.5774 a.u.
multiplicity: 1

[10]
ORCA calculation (ωB97M-V/def2-TZVPD) on a single C5H5N3 molecule at a distorted geometry.

Last column: natural (NBO) charge in e.
Atoms and positions in Å:
C1 0.381477 1.347817 -1.039262  -0.2241
C2 -0.808074 1.025563 -0.718238  -0.0491
N1 -0.854454 0.175282 0.347688  -0.1858
N2 -1.954240 -0.452885 0.791643  -0.0278
N3 -1.394689 -1.478406 1.267240  -0.2431
C3 -0.062947 -1.563542 1.138328  -0.1198
C4 0.363068 -0.478164 0.500600  0.0846
C5 1.371421 0.191845 -0.277442  -0.4379
H1 0.406205 2.083573 -1.960435  0.2421
H2 -1.781485 1.290903 -0.873969  0.2267
H3 0.303831 -2.527075 1.445893  0.2279
H4 2.166194 0.862484 0.374503  0.2531
H5 1.863692 -0.477395 -0.996549  0.2532

Cartesian forces (eV/Å) of the 2 atoms listed first:
3.5 0.2 -3.4
-1.9 0.1 2.5

Computed properties:
gap between HOMO and LUMO: 10.1 eV
charge: 0
HOMO energy: -9.25 eV
calculated total energy: -357.6555 a.u.
multiplicity: 1

[11]
ORCA calculation (ωB97M-V/def2-TZVPD) on a molecular structure, C5H5N3O at a distorted geometry.

Last column: natural (NBO) charge in e.
Atoms and positions in Å:
C1 0.550783 -1.400984 0.144197  -0.5826
C2 -0.119103 -0.233535 -0.255139  -0.0137
C3 1.056054 1.735733 0.303814  -0.0370
C4 -0.120152 0.859582 0.727248  0.1969
C5 -1.527503 -0.379630 -0.565008  0.0593
H1 1.463200 -1.189972 0.597260  0.2189
H2 0.066634 -2.353162 1.015218  0.2264
H3 0.956660 -1.946614 -0.866739  0.2488
H4 1.559981 2.584349 1.035149  0.2720
H5 -2.283292 -0.983997 -1.191354  0.2556
N1 1.316983 1.384674 -0.925365  -0.0724
N2 -1.324305 1.267145 1.083712  -0.1971
N3 -2.177749 0.447081 0.244803  -0.2495
O1 0.581809 0.209331 -1.347795  -0.3257

Cartesian forces (eV/Å) of the 2 atoms listed first:
1.4 -8.6 0.9
-1.5 0.1 -0.9

Computed properties:
gap between HOMO and LUMO: 9.0 eV
charge: 0
HOMO energy: -9.82 eV
calculated total energy: -432.7832 a.u.
multiplicity: 1

[12]
ORCA calculation (ωB97M-V/def2-TZVPD) on a single C5H5N3O2 molecule at a distorted geometry.

Last column: natural (NBO) charge in e.
Atoms and positions in Å:
C1 -0.859973 -1.763876 -0.437501  0.2221
C2 1.846008 0.305374 0.297161  0.2914
C3 -1.384617 -0.431061 0.011828  0.0200
C4 0.050001 0.455990 1.842882  0.4574
C5 -0.912089 0.617894 -1.067255  -0.6308
N1 2.750003 0.404176 -0.434249  0.1915
N2 -0.378947 -2.825606 -0.545449  -0.2726
N3 1.176878 0.572964 1.365222  -0.5038
O1 -1.068588 -0.179710 1.364925  -0.4872
O2 3.528376 0.384796 -1.339309  -0.4056
H1 -2.429829 -0.527208 0.109098  0.2347
H2 -0.052297 0.575055 2.901175  0.1847
H3 0.206646 0.755745 -1.295164  0.2408
H4 -1.264670 1.566634 -0.857250  0.2243
H5 -1.206909 0.088839 -1.916117  0.2332

Cartesian forces (eV/Å) of the 2 atoms listed first:
1.2 -2.2 0.9
1.0 -0.2 -1.6

Computed properties:
gap between HOMO and LUMO: 9.2 eV
charge: 0
HOMO energy: -9.02 eV
calculated total energy: -508.0896 a.u.
multiplicity: 1